{
  "formula": "C3N3OP",
  "method": "wB97M-V/def2-TZVPD",
  "multiplicity": 1,
  "de_lowest_kcal_mol": 61.4,
  "homo_ha": -0.3873,
  "gap_ev": 9.236,
  "species": ["N", "C", "P", "C", "N", "C", "N", "O"],
  "coordinates": [[-0.03375, 0.98672, -2.27524], [0.40706, 0.70690, -1.25185], [0.95640, -0.54052, -0.07166], [-0.66795, -1.42381, -0.15924], [-1.02118, -2.45063, -0.57159], [0.30692, 0.28809, 1.14372], [-0.60429, 0.92151, 1.47305], [0.65679, 1.51173, 1.71280]],
  "lowdin_charge": [0.1412, -0.3832, 1.0433, -0.3583, 0.1231, -0.7265, 0.1894, -0.0290]
}